No. 1
ORCA calculation (ωB97M-V with the def2-TZVPD basis set) on 6 unconnected molecules or ions with the total composition C6H24N12O6 in a non-equilibrium geometry.

## Properties
HOMO-LUMO gap: 9.26 eV
E: -36784.6080 eV
ΔE to the lowest compared entry with this formula, charge and spin: 0.1674 eV
SMILES: NC(N)=O.NC(N)=O.NC(N)=O.NC(N)=O.NC(N)=O.NC(N)=O

Geometry as ORCA input:
```
! RIJCOSX wB97M-V def2-TZVPD def2/J DEFGRID3
* xyz 0 1
N -1.5260 -4.3723 3.0675
C -2.0900 -3.6896 2.0381
N -3.4179 -3.4168 2.2121
O -1.4402 -3.3420 1.0556
H -0.5575 -4.6149 2.9720
H -1.9763 -4.4928 3.9553
H -3.9095 -2.9044 1.5036
H -3.9276 -3.9069 2.9236
N -3.1187 -0.9834 0.2013
C -2.8538 0.0038 -0.7277
N -2.2704 -0.4123 -1.8703
O -3.1156 1.1753 -0.4741
H -2.6851 -1.8889 0.1138
H -3.5065 -0.5772 1.0343
H -1.9672 0.2896 -2.5324
H -2.0681 -1.3686 -2.0955
N -1.8571 3.1219 2.4979
C -0.6353 2.6642 2.0900
N -0.5798 2.3915 0.7462
O 0.3094 2.5247 2.8408
H -1.9194 3.4778 3.4330
H -2.6484 3.2291 1.8911
H 0.3233 2.0868 0.4211
H -1.4118 2.2270 0.1972
N 0.1498 3.2424 -3.1963
C 0.3660 1.8961 -3.2967
N 1.4968 1.4515 -2.6689
O -0.4338 1.1523 -3.8370
H 0.8919 3.8481 -2.9011
H -0.6767 3.5566 -3.6686
H 2.1621 2.0399 -2.1982
H 1.4812 0.4973 -2.3407
N 1.0393 -3.1163 -0.3112
C 1.4608 -1.8552 -0.5812
N 0.7306 -0.9054 0.0841
O 2.3511 -1.5722 -1.3785
H 1.4021 -3.8897 -0.8343
H 0.5124 -3.2679 0.5357
H 0.8546 0.0524 -0.1912
H -0.1373 -1.1873 0.5085
N 4.8261 2.4735 -0.0080
C 3.9208 1.4573 -0.0369
N 4.4214 0.2103 -0.3152
O 2.7050 1.5597 0.0851
H 5.7272 2.2294 -0.3737
H 4.5454 3.4172 0.1722
H 3.6694 -0.4464 -0.4714
H 5.3834 -0.0652 -0.2707
*
```

No. 2
ORCA calculation (ωB97M-V with the def2-TZVPD basis set) on a molecular structure, C3H6O4.

## Properties
HOMO-LUMO gap: 10.60 eV
E: -11396.3288 eV
ΔE to the lowest compared entry with this formula, charge and spin: 2.3642 eV

Geometry as ORCA input:
```
! RIJCOSX wB97M-V def2-TZVPD def2/J DEFGRID3
* xyz 0 1
C -0.6126 0.4967 -0.5761
C -1.6673 -0.4746 -0.1289
C 1.4341 0.3204 0.4476
O -0.0582 1.2937 0.2938
O 1.1901 -0.4886 1.4992
O 0.7810 -0.5010 -0.7863
O 2.4213 0.9461 0.2184
H 1.7893 -0.2094 2.2057
H 1.2992 -0.1998 -1.5506
H -0.7651 0.8921 -1.5920
H -1.3466 -0.9732 0.7846
H -1.8965 -1.2073 -0.9031
H -2.5687 0.1049 0.0879
*
```

Number 1: molar mass 360.34 g/mol. Number 2: molar mass 106.08 g/mol.